# C2H3NO2S

A cluster of 2 separate species, C2H3NO2S in total in a non-equilibrium geometry (the ωB97M-V functional and the def2-TZVPD basis, OMol25).

Properties
LUMO (spin up / spin down): -0.04357 / -0.08355 hartree
multiplicity: 1
Kohn-Sham gap (spin up / spin down): 9.02 / 9.04 eV
energy above the lowest of the compared OMol25 structures with the same formula, charge and spin: 6.782 eV
highest occupied orbital energy (spin up / spin down): -10.202 / -11.318 eV
total charge: 0
energy: -681.21010 Eh

Each line ends with the Mulliken charge.
Positions of all 9 atoms, in Å:
C1 0.440 2.400 -0.238  0.22
C2 -0.084 1.347 -0.333  -0.43
N1 1.197 -1.779 0.411  -0.53
O1 -1.642 -0.357 -1.477  -0.46
O2 -1.468 -0.412 0.989  -0.49
S1 -0.807 -0.230 -0.313  0.79
H1 0.856 3.466 -0.271  0.35
H2 0.586 -1.759 1.266  0.30
H3 0.921 -2.675 -0.033  0.26